[1]
ORCA calculation (ωB97M-V/def2-TZVPD) on 2 unconnected molecules or ions with the total composition C2H3N2O2S in a non-equilibrium geometry.

Positions of all 10 atoms, in Å:
C -2.69190 0.16638 -1.11884
C -0.36318 -0.29189 0.35151
N -3.28482 0.37042 -2.09086
H 0.13564 0.51951 0.82707
S -2.22723 -0.30424 0.42386
N 2.69681 0.70891 0.51131
O 2.83818 0.44086 -0.71492
H -0.12466 -1.11064 1.04444
H -0.12577 -0.48187 -0.62754
O 3.14693 -0.01744 1.39398

Computed properties:
- LUMO level: 2.88 eV
- HOMO energy: -3.025 eV
- Relative energy (zero: lowest compared OMol25 entry of this formula, charge and spin): 2.539 eV
- Total charge: -1
- Orbital gap: 5.91 eV

---

[2]
ORCA calculation (ωB97M-V/def2-TZVPD) on a molecular structure, C2H3N2O4S in a non-equilibrium geometry.

Positions of all 12 atoms, in Å:
O 0.28566 2.57222 0.91929
O 0.37446 1.08985 -1.06335
N -1.51599 -0.15522 -0.52395
H -0.25622 -0.59685 -2.15524
H -2.20932 -1.23091 1.28975
H 2.24087 -0.01126 0.29096
N -0.25869 -1.51899 0.76607
O 0.52127 -1.11178 -0.38720
O 2.04391 0.88487 0.82487
C -1.41025 -0.92230 0.54706
C -0.25375 -0.16057 -1.12010
S 0.43806 1.16095 0.61184

Computed properties:
- LUMO level: 3.90 eV
- HOMO energy: -3.499 eV
- Relative energy (zero: lowest compared OMol25 entry of this formula, charge and spin): 2.032 eV
- Total charge: -1
- Orbital gap: 7.40 eV

---

[3]
ORCA calculation (ωB97M-V/def2-TZVPD) on a single C2H3N2OP molecule in a non-equilibrium geometry.

Positions of all 9 atoms, in Å:
N 1.73920 -0.92162 0.32102
O 0.90557 1.11864 -0.12225
N 0.45035 -1.16829 0.42203
H -2.69596 0.58126 0.62119
C -0.59011 -0.62751 0.33489
H -2.20306 0.42611 -1.14234
H 2.82805 0.79578 -0.28248
C 1.87343 0.34273 -0.10565
P -2.30748 -0.54712 -0.04641

Computed properties:
- LUMO level: 0.05 eV
- HOMO energy: -9.411 eV
- Relative energy (zero: lowest compared OMol25 entry of this formula, charge and spin): 3.107 eV
- Orbital gap: 9.46 eV

---

[4]
ORCA calculation (ωB97M-V/def2-TZVPD) on a gas-phase ion, C2H3N2S (charge +1) in a non-equilibrium geometry.

Positions of all 8 atoms, in Å:
S -0.03687 0.20903 -1.80325
C 0.83704 -1.12128 0.06243
N -0.55333 0.74743 -0.28411
H -0.75268 -0.59909 1.36183
N 0.82149 -1.02040 -1.22822
C 0.01727 -0.08223 0.71802
H 0.91436 0.46665 1.15055
H -1.24728 1.39989 0.02275

Computed properties:
- LUMO level (spin up / spin down): -7.58 / -7.41 eV
- HOMO energy (spin up / spin down): -16.042 / -14.628 eV
- Relative energy (zero: lowest compared OMol25 entry of this formula, charge and spin): 1.720 eV
- Total charge: +1
- Orbital gap (spin up / spin down): 8.46 / 7.22 eV

---

[5]
ORCA calculation (ωB97M-V/def2-TZVPD) on 2 unconnected molecules or ions with the total composition C2H3N2S2 in a non-equilibrium geometry.

Positions of all 9 atoms, in Å:
H -0.07075 1.11889 -1.61625
N 1.39783 -0.41516 0.78240
H 2.06773 -1.18182 0.81454
H 1.84450 0.50930 0.65555
C 0.35588 -0.90463 0.13352
N -0.42499 0.92989 -0.64520
S -0.62534 -2.09361 -0.16586
S -2.93975 0.97377 0.41579
C -1.60511 1.06337 -0.37451

Computed properties:
- LUMO level: -5.84 eV
- HOMO energy: -14.253 eV
- Relative energy (zero: lowest compared OMol25 entry of this formula, charge and spin): 1.590 eV
- Total charge: +1
- Orbital gap: 8.41 eV

---

[6]
ORCA calculation (ωB97M-V/def2-TZVPD) on a single C2H3N3 molecule.

Positions of all 8 atoms, in Å:
C 1.06298 -0.15849 0.07581
H -2.05780 0.32567 -0.42210
H 2.10409 0.12600 0.13792
C -1.06937 -0.05550 -0.21091
H 0.13917 1.68545 -0.47350
N 0.06117 0.70597 -0.25256
N 0.58138 -1.34920 0.29835
N -0.77817 -1.28368 0.11624

Computed properties:
- LUMO level: 0.70 eV
- HOMO energy: -10.031 eV
- Relative energy (zero: lowest compared OMol25 entry of this formula, charge and spin): 0.280 eV
- Orbital gap: 10.74 eV

---

[7]
ORCA calculation (ωB97M-V/def2-TZVPD) on a single C2H3N3O molecule in a non-equilibrium geometry.

Positions of all 9 atoms, in Å:
N 1.05526 0.13706 -0.59163
H -0.30052 -1.69301 1.72883
N -0.01033 -1.20728 0.82459
O -0.70901 1.75785 -0.75769
C -0.26907 0.72413 -0.36558
C 1.15166 -0.89842 0.15806
N -0.95192 -0.26942 0.41049
H -1.91891 -0.32116 0.72622
H 1.94492 -1.62542 0.34749

Computed properties:
- LUMO level: 0.51 eV
- HOMO energy: -9.011 eV
- Relative energy (zero: lowest compared OMol25 entry of this formula, charge and spin): 1.237 eV
- Orbital gap: 9.52 eV

---

[8]
ORCA calculation (ωB97M-V/def2-TZVPD) on a single C2H3N3O molecule in a non-equilibrium geometry.

Positions of all 9 atoms, in Å:
N -0.25135 0.03999 1.06434
O -0.03546 0.01161 -1.26238
C 0.17963 0.60467 0.04532
N -3.24410 -0.81488 -2.47352
N -1.07489 -0.97220 -1.39990
H 0.01901 0.11814 2.11470
C -2.25152 -0.62096 -1.91384
H 0.96293 1.54793 -0.00419
H -1.13512 -1.34608 -0.42632

Computed properties:
- LUMO level: 0.60 eV
- HOMO energy: -10.274 eV
- Relative energy (zero: lowest compared OMol25 entry of this formula, charge and spin): 4.105 eV
- Orbital gap: 10.88 eV

---

[9]
ORCA calculation (ωB97M-V/def2-TZVPD) on a molecular structure, C2H3N3O in a non-equilibrium geometry.

Positions of all 9 atoms, in Å:
H -1.29618 2.16743 0.71338
N 1.13293 -0.03515 1.04180
N -0.94830 -0.06727 -0.43990
O -1.23898 1.41809 1.33314
N -0.05070 -0.62174 -1.19076
C -0.71945 0.36716 0.71382
C 1.45420 -0.69950 0.08783
H -0.54814 -1.27474 -1.81582
H 2.21462 -1.25428 -0.44348

Computed properties:
- LUMO level: 0.47 eV
- HOMO energy: -8.819 eV
- Relative energy (zero: lowest compared OMol25 entry of this formula, charge and spin): 4.413 eV
- Orbital gap: 9.29 eV

---

[10]
ORCA calculation (ωB97M-V/def2-TZVPD) on 2 unconnected molecules or ions with the total composition C2H3N3O in a non-equilibrium geometry.

Positions of all 9 atoms, in Å:
O -1.33207 -0.24809 -0.89510
H 0.30486 -1.12926 -1.62138
N -1.46027 1.17525 3.13693
N 0.64831 -0.34118 0.26796
H 1.60697 -0.53759 0.32569
N -1.19819 1.54567 0.83771
C -1.27961 1.19188 1.98939
H -1.57551 1.05553 0.07914
C -0.13631 -0.57290 -0.71428

Computed properties:
- LUMO level (spin up / spin down): -3.69 / -2.06 eV
- HOMO energy (spin up / spin down): -10.400 / -10.079 eV
- Relative energy (zero: lowest compared OMol25 entry of this formula, charge and spin): 5.408 eV
- Orbital gap (spin up / spin down): 6.71 / 8.02 eV

---

[11]
ORCA calculation (ωB97M-V/def2-TZVPD) on a single C2H3N3O molecule in a non-equilibrium geometry.

Positions of all 9 atoms, in Å:
N -0.41086 0.94590 -0.21245
H -2.30446 0.13093 0.15378
N 1.11281 0.92642 -0.04666
C -1.17572 -0.09155 -0.04995
C 1.37731 -0.37158 0.02600
N -0.73393 -1.36999 0.03535
O 0.57435 -1.46987 -0.22380
H 2.48684 -0.55789 0.20826
H -0.92635 1.85764 0.10947

Computed properties:
- LUMO level: 0.70 eV
- HOMO energy: -8.299 eV
- Relative energy (zero: lowest compared OMol25 entry of this formula, charge and spin): 4.511 eV
- Orbital gap: 9.00 eV

---

[12]
ORCA calculation (ωB97M-V/def2-TZVPD) on a single C2H3N3O molecule in a non-equilibrium geometry.

Positions of all 9 atoms, in Å:
N -0.73065 1.53143 -0.35915
C 0.05114 0.50421 0.06031
H 0.31810 -2.63826 -0.25167
H -0.90091 2.35117 0.19639
O 0.90464 0.53872 1.02057
H -1.48070 1.21769 -0.96416
N 1.43339 -1.28485 0.90746
C 0.56115 -1.58368 -0.00193
N -0.15616 -0.63642 -0.60782

Computed properties:
- LUMO level: -0.74 eV
- HOMO energy: -9.602 eV
- Relative energy (zero: lowest compared OMol25 entry of this formula, charge and spin): 2.332 eV
- Orbital gap: 8.86 eV

---

[13]
ORCA calculation (ωB97M-V/def2-TZVPD) on a single C2H3N3O molecule in a non-equilibrium geometry.

Positions of all 9 atoms, in Å:
H -0.70678 1.69957 1.57460
N 1.13719 -0.44489 -1.24340
C -0.49592 -0.46045 0.22599
O -0.10476 1.90413 0.81735
N 0.17040 0.70610 0.21869
H -1.32768 -0.64110 0.86206
H 0.04884 -2.25712 -1.03327
C 0.16031 -1.22551 -0.72944
N 1.11840 0.71928 -0.69258

Computed properties:
- LUMO level: 0.40 eV
- HOMO energy: -9.970 eV
- Relative energy (zero: lowest compared OMol25 entry of this formula, charge and spin): 3.215 eV
- Orbital gap: 10.37 eV

---

[14]
ORCA calculation (ωB97M-V/def2-TZVPD) on a single C2H3N3O molecule in a non-equilibrium geometry.

Positions of all 9 atoms, in Å:
O 1.81020 0.14476 -0.23952
C -0.49810 1.13057 -0.01848
H -0.10922 -1.90865 -0.16049
H -0.01160 2.16791 0.30567
N -1.68866 -0.61861 -0.22384
N -1.80135 0.60627 -0.09610
N -0.31939 -0.94594 0.13472
C 0.44495 0.20863 -0.07165
H 2.17317 -0.78494 0.36969

Computed properties:
- LUMO level: -0.14 eV
- HOMO energy: -9.348 eV
- Relative energy (zero: lowest compared OMol25 entry of this formula, charge and spin): 3.631 eV
- Orbital gap: 9.20 eV

---

[15]
ORCA calculation (ωB97M-V/def2-TZVPD) on a single C2H3N3O molecule.

Positions of all 9 atoms, in Å:
C 0.50829 0.37349 0.25584
N -1.31518 -0.75551 -0.28084
O 1.38075 0.95833 1.09915
C -0.58350 -0.42605 -1.31337
H -1.10182 0.23197 1.47598
N 0.55962 0.28376 -1.04013
N -0.58796 -0.25145 0.75916
H 2.05023 0.30078 1.33433
H -0.88814 -0.67682 -2.31942

Computed properties:
- LUMO level: 0.53 eV
- HOMO energy: -10.163 eV
- Relative energy (zero: lowest compared OMol25 entry of this formula, charge and spin): 0.755 eV
- Orbital gap: 10.69 eV

---

[16]
ORCA calculation (ωB97M-V/def2-TZVPD) on a single C2H3N3O molecule in a non-equilibrium geometry.

Positions of all 9 atoms, in Å:
H 1.42912 0.61826 -1.43649
C -1.24964 0.64840 0.00535
H -2.22051 0.85325 0.45218
N 0.63694 0.15506 -1.01237
N -0.30758 -0.43305 0.89394
C 0.82104 -0.59595 0.14768
N -0.60425 1.01815 -1.02549
O 1.84258 -1.25570 0.22010
H -0.34768 -1.00841 1.75509

Computed properties:
- LUMO level: 0.79 eV
- HOMO energy: -9.795 eV
- Relative energy (zero: lowest compared OMol25 entry of this formula, charge and spin): 1.689 eV
- Orbital gap: 10.58 eV

---

[17]
ORCA calculation (ωB97M-V/def2-TZVPD) on a single C2H3N3O molecule.

Positions of all 9 atoms, in Å:
H 1.70625 0.43770 1.60935
N 0.22111 0.81475 -1.02943
H -1.55568 -0.34452 -2.01905
O -1.56631 -0.72114 -1.12674
H -0.37660 -1.12221 1.56080
C -0.53483 -0.15805 -0.47232
C -0.05861 -0.44831 0.78147
N 1.00011 0.39975 0.89105
N 1.16455 1.14204 -0.19515

Computed properties:
- LUMO level: 0.91 eV
- HOMO energy: -9.156 eV
- Relative energy (zero: lowest compared OMol25 entry of this formula, charge and spin): 1.233 eV
- Orbital gap: 10.07 eV

---

[18]
ORCA calculation (ωB97M-V/def2-TZVPD) on a single C2H3N3O molecule in a non-equilibrium geometry.

Positions of all 9 atoms, in Å:
N 0.33858 -0.72671 0.55620
N 0.31010 0.53633 0.61658
C -0.63227 0.76841 -1.40777
O 0.62294 1.12192 1.78890
C -0.08836 -1.28779 -0.54413
H 0.48709 0.35585 2.47127
H -0.97262 1.77806 -1.15902
H 0.41841 -2.17568 -0.88418
N -0.48387 -0.37039 -1.43785

Computed properties:
- LUMO level: 0.58 eV
- HOMO energy: -7.739 eV
- Relative energy (zero: lowest compared OMol25 entry of this formula, charge and spin): 5.860 eV
- Orbital gap: 8.31 eV

---

[19]
ORCA calculation (ωB97M-V/def2-TZVPD) on a single C2H3N3O molecule in a non-equilibrium geometry.

Positions of all 9 atoms, in Å:
H -0.75810 -0.33587 1.54821
H -0.67971 -1.94486 -0.49899
C -0.19074 0.27023 0.85826
O 0.80816 0.77662 -1.20797
N 0.60758 2.45522 1.56956
N 0.21753 1.43663 1.28265
C 0.17231 -0.02013 -0.53496
H 0.07199 -1.42309 -1.97428
N -0.24902 -1.21473 -1.04247

Computed properties:
- LUMO level: 0.60 eV
- HOMO energy: -9.067 eV
- Relative energy (zero: lowest compared OMol25 entry of this formula, charge and spin): 1.184 eV
- Orbital gap: 9.67 eV

---

[20]
ORCA calculation (ωB97M-V/def2-TZVPD) on a single C2H3N3O2 molecule in a non-equilibrium geometry.

Positions of all 10 atoms, in Å:
C 1.13184 -0.88767 -0.29952
H -0.93652 0.02166 2.06421
N 1.00056 -0.24293 -1.32375
H -0.54232 1.08207 -1.80242
C -0.83939 0.57905 0.14468
O -1.95074 1.12566 0.17139
N 0.18032 0.89164 -0.89691
O 0.74096 -0.56010 0.96974
N -0.66943 -0.40866 1.05782
H 1.88471 -1.60072 -0.08524

Computed properties:
- LUMO level: 0.44 eV
- HOMO energy: -10.325 eV
- Relative energy (zero: lowest compared OMol25 entry of this formula, charge and spin): 4.977 eV
- Orbital gap: 10.76 eV